<1>
A structure of composition C5H12O3, computed with ωB97M-V/def2-TZVPD.

The geometry in ORCA input format:
```
! wB97M-V def2-TZVPD RIJCOSX def2/J DEFGRID3
* xyz 0 1
O -1.36384 -1.89287 -1.72261
C -0.30294 -1.27866 -1.80420
O 0.94055 -1.66308 -1.69249
C 0.20233 1.80394 1.99826
C 1.41948 1.19485 1.39690
C 1.18083 -0.03218 0.51706
C -0.14957 -0.69493 0.78816
H -0.37748 -0.09720 -1.81630
H -0.22555 1.33591 2.90316
H 0.23631 2.88914 2.34080
H 1.82248 1.96349 0.79497
H 2.14720 0.95637 2.20252
H 1.17839 0.26369 -0.54459
H 1.94872 -0.75711 0.48425
H -0.10844 -1.78787 0.49754
H -1.03292 -0.24248 0.23959
H -0.46179 -0.64336 1.91059
H -0.65201 1.76455 0.79278
H -2.46573 1.90339 0.45606
O -1.59045 1.86763 -0.03970
*
```

Properties
Highest occupied orbital energy in eV: -8.52
Orbital gap in eV: 3.4

***

<2>
An isolated molecule of C5H12O3, computed with ωB97M-V/def2-TZVPD.

The geometry in ORCA input format:
```
! wB97M-V def2-TZVPD RIJCOSX def2/J DEFGRID3
* xyz 0 1
C 0.02568 0.60371 0.01633
C -0.54178 -0.74300 -0.26414
C 0.56942 0.89923 1.39458
C 0.82186 1.24513 -1.10274
C -1.56781 -1.38134 0.64127
O 0.86183 -1.55303 0.04133
O 1.56699 -1.70072 -1.21725
O -1.48144 1.22858 -0.06930
H 2.46566 -1.52021 -0.89488
H -1.73300 1.31952 -1.00069
H -0.73839 -0.93641 -1.31848
H 0.04447 1.74314 1.84837
H 1.63806 1.12721 1.37421
H 0.47924 0.07809 2.10968
H 0.77057 2.33448 -1.01384
H 0.43554 0.97384 -2.08788
H 1.87120 0.94469 -1.05404
H -2.57495 -1.08266 0.34159
H -1.42266 -1.11117 1.68866
H -1.49050 -2.46908 0.56724
*
```

Properties
SMILES: C[C@H](OO)C(C)(C)O
Highest occupied orbital energy in eV: -9.19
Orbital gap in eV: 10.0

***

<2> is favored, and the nearest alternative lies 0.1627 hartree above it.

***

<1>
An isolated molecule of C5H12NP, computed with ωB97M-V/def2-TZVPD.

The geometry in ORCA input format:
```
! wB97M-V def2-TZVPD RIJCOSX def2/J DEFGRID3
* xyz 0 1
C 2.27293 0.57869 -0.70645
C 2.04647 1.33724 -1.97536
C -2.20380 -1.17714 1.17282
C -0.74394 0.85496 1.45178
C -1.16497 -0.23267 0.49541
N -0.10802 -1.13106 0.11640
P 1.35005 -1.03086 -0.60895
H 1.08197 1.81430 -1.86355
H 2.84755 2.11123 -2.15825
H 1.91585 0.90506 -2.91228
H -3.20883 -0.62494 1.42480
H -2.36827 -2.00187 0.57104
H -1.63564 -1.56921 2.14820
H -0.16931 1.68497 0.99231
H -0.22199 0.42247 2.37366
H -1.67855 1.17552 1.98436
H -1.61889 0.12993 -0.54513
H 2.27549 -1.81006 0.01322
H 1.33188 -1.43655 -1.97403
*
```

Properties
Highest occupied orbital energy (alpha / beta) in eV: -8.25 / -8.22
Orbital gap (alpha / beta) in eV: 7.1 / 6.9

***

<2>
A structure of composition C5H12NP, computed with ωB97M-V/def2-TZVPD.

The geometry in ORCA input format:
```
! wB97M-V def2-TZVPD RIJCOSX def2/J DEFGRID3
* xyz 0 1
C 0.49646 -0.22955 -1.36683
C 1.28008 -1.35085 -1.95936
C 0.25589 0.92893 -2.24299
C 0.03108 1.28437 2.60472
C -1.69552 -0.75886 1.71126
N 0.24315 -0.37019 -0.14626
P -1.03211 0.92157 1.19051
H 2.34101 -1.25826 -1.64705
H 1.20015 -1.19838 -3.07861
H 1.10012 -2.43121 -1.68252
H -0.53199 0.72604 -3.01144
H 1.22741 1.10126 -2.68468
H -0.17000 1.84034 -1.79827
H 0.96454 0.61338 2.43800
H -0.41637 1.02228 3.57240
H 0.15257 2.37408 2.72715
H -2.20150 -0.59638 2.76694
H -0.84106 -1.47824 1.60360
H -2.40394 -1.14032 1.00343
*
```

Properties
Highest occupied orbital energy (alpha / beta) in eV: -7.81 / -7.81
Orbital gap (alpha / beta) in eV: 8.6 / 8.6

***

<3>
An isolated molecule of C5H12NP, computed with ωB97M-V/def2-TZVPD.

The geometry in ORCA input format:
```
! wB97M-V def2-TZVPD RIJCOSX def2/J DEFGRID3
* xyz 0 1
C -2.43740 0.40558 0.07520
C 1.33035 -0.13801 0.09274
C -3.06292 -0.88085 -0.20645
C 1.55018 -1.62386 0.16345
C 2.43242 0.68529 -0.28020
N -0.01894 2.11539 0.30515
P -0.34422 0.42554 0.24442
H -2.34001 0.59549 1.15233
H -2.89472 -1.11576 -1.22899
H -4.10931 -0.86209 -0.09895
H -2.57995 -1.65491 0.30722
H 2.31346 -1.86224 0.79940
H 1.77791 -1.78234 -0.89259
H 0.57832 -2.26237 0.32871
H 3.30349 0.14809 -0.71723
H 2.88389 1.07652 0.77500
H 2.23806 1.65327 -0.79015
H -0.81716 2.54267 0.56327
H 0.19656 2.53460 -0.59234
*
```

Properties
SMILES: CC=P(N)=C(C)C
Highest occupied orbital energy (alpha / beta) in eV: -7.33 / -7.33
Orbital gap (alpha / beta) in eV: 7.4 / 7.4

***

<2> is favored, and the nearest alternative lies 0.1062 hartree above it.

***

<1>
A cluster of 3 separate species, C4H15N2O2 in total, computed with ωB97M-V/def2-TZVPD.

The geometry in ORCA input format:
```
! wB97M-V def2-TZVPD RIJCOSX def2/J DEFGRID3
* xyz 1 1
C -0.73847 0.25360 1.74688
C 0.71624 -0.10512 1.76039
C 1.41608 0.04379 0.43382
C 1.38796 1.21579 -0.22726
N 1.88565 1.40953 -1.47594
N -1.50193 -0.63022 0.80085
H -0.93610 1.29336 1.51026
H -1.26280 0.17253 2.68589
H 1.23654 0.44108 2.55776
H 0.82649 -1.07869 2.17679
H 1.93114 -0.76518 -0.04338
H 0.92730 2.07407 0.24496
H 2.48724 0.74189 -1.93196
H 2.01191 2.29159 -1.87624
H -2.18512 -1.25258 1.22060
H -1.97758 -0.14062 0.03589
H -0.85572 -1.26120 0.30818
H -0.88483 0.86502 -2.23824
H -1.71688 2.05506 -1.88791
O -1.59373 1.13153 -1.64620
H 0.18803 -3.33254 -1.08101
H -0.70633 -2.54033 -1.98783
O -0.65512 -2.88234 -1.08629
*
```

Properties
Highest occupied orbital energy in eV: -11.58
Orbital gap in eV: 8.7

***

<2>
A cluster of 3 separate species, C4H15N2O2 in total, computed with ωB97M-V/def2-TZVPD.

The geometry in ORCA input format:
```
! wB97M-V def2-TZVPD RIJCOSX def2/J DEFGRID3
* xyz 1 1
C 0.74721 -0.94362 -1.22880
C -0.40958 0.03364 -0.90932
C -0.49019 0.61760 0.44267
C -0.67156 1.87340 0.89640
N -0.49811 -0.57114 1.46595
N 2.14485 -0.75758 -0.45348
H 0.37974 -1.94778 -0.93154
H 1.07090 -0.69683 -2.24927
H -1.36178 -0.53270 -1.32132
H -0.22804 1.02089 -1.61540
H -0.81791 2.79085 0.22685
H -0.80532 2.08712 1.92339
H 0.06453 -1.38757 1.23831
H -1.45648 -0.81900 1.48296
H -0.31920 -0.14778 2.33039
H 1.94910 0.21132 -0.04203
H 2.82214 -0.66476 -1.14447
H 1.41474 -3.06184 2.49321
H 1.91775 -2.39669 1.21560
O 1.21474 -2.33531 1.92621
H -2.65572 3.32528 -1.83146
H -2.07819 1.74021 -2.17221
O -1.93360 2.56229 -1.74263
*
```

Properties
Highest occupied orbital energy in eV: -13.74
Orbital gap in eV: 10.7

***

<3>
A cluster of 3 separate species, C4H15N2O2 in total, computed with ωB97M-V/def2-TZVPD.

The geometry in ORCA input format:
```
! wB97M-V def2-TZVPD RIJCOSX def2/J DEFGRID3
* xyz 1 1
C -2.40544 0.65129 0.78834
C -1.66933 -0.25344 -0.33380
C -0.35791 0.22658 -0.67495
C 0.72340 0.22356 0.30886
N 1.16837 -1.13773 0.73088
N -2.77811 1.95257 0.46321
H -1.72866 0.65466 1.64894
H -3.25431 0.02873 1.07426
H -2.28383 -0.39272 -1.23107
H -1.58352 -1.23504 0.12342
H -0.28925 0.96031 -1.46688
H 0.35874 0.72270 1.23116
H 1.61174 0.77370 0.01304
H 0.67337 -1.43502 1.56320
H 0.95121 -1.84935 0.02933
H -3.70621 2.13876 0.12648
H -2.07048 2.58377 0.14322
H 4.41617 1.66511 0.23046
H 4.56080 1.08968 1.64227
O 4.04574 1.00359 0.82450
H -0.01981 -1.66935 -1.81667
H 0.23815 -2.79964 -2.85711
O 0.41175 -2.51397 -1.95298
*
```

Properties
Highest occupied orbital energy in eV: -13.56
Orbital gap in eV: 6.7

***

<4>
A cluster of 3 separate species, C4H15N2O2 in total, computed with ωB97M-V/def2-TZVPD.

The geometry in ORCA input format:
```
! wB97M-V def2-TZVPD RIJCOSX def2/J DEFGRID3
* xyz 1 1
N -2.11900 0.81249 -0.92493
C -0.89558 0.77291 -0.09812
C 0.12064 1.48579 -0.98230
N 1.30314 0.64326 -1.24288
C 2.17754 0.44641 -0.05492
C 2.72479 -0.96750 0.01393
O 1.68893 -1.92072 -0.25770
H -2.96508 1.00237 -0.35598
H -0.62234 -0.24430 0.07144
H -2.36844 -0.09689 -1.27299
H -1.14823 1.38539 0.74358
H 0.80658 1.59399 1.53769
H -0.27935 1.72445 -1.94403
H 0.39023 2.45743 -0.54670
H 1.77621 0.86790 -2.08685
H 3.06184 1.02126 0.11549
H 1.61206 0.33422 0.91435
H 3.22348 -1.16657 0.96710
H 3.49366 -1.11025 -0.81022
H 1.95064 -2.82750 -0.06786
H -4.36237 -2.77100 2.22569
H -5.21910 -1.56435 2.15061
O -4.35025 -1.87877 1.90561
*
```

Properties
Highest occupied orbital energy in eV: -13.25
Orbital gap in eV: 4.9

***

<1> is favored, and the nearest alternative lies 0.0863 hartree above it.

***

<1>
A cluster of 2 separate species, C6H8N2O2 in total, computed with ωB97M-V/def2-TZVPD.

The geometry in ORCA input format:
```
! wB97M-V def2-TZVPD RIJCOSX def2/J DEFGRID3
* xyz 0 1
C 1.87052 -0.02185 -0.48801
C 1.61907 0.00608 0.94360
C 0.70229 -0.84207 1.59150
C -0.13350 -1.63422 -0.51292
C -1.84205 1.10953 -0.31450
C -0.99534 2.22582 -0.43135
H 0.75499 -1.10501 -2.24683
H 2.31900 0.43912 1.69640
H 0.56961 -0.91829 2.65961
H -1.26220 -1.90614 1.13552
H -1.96954 0.22788 -0.96348
H -2.85905 1.28203 0.34359
H 0.00103 2.07016 -0.93680
H -1.25026 3.17970 0.17307
N 0.82795 -0.86342 -1.18396
N -0.32538 -1.43636 0.83065
O 2.78591 0.59183 -1.05838
O -0.81307 -2.40480 -1.23768
*
```

Properties
SMILES: O=c1cc[nH]c(=O)[nH]1.C=C
Highest occupied orbital energy in eV: -9.58
Orbital gap in eV: 9.6

***

<2>
A structure of composition C6H8N2O2, computed with ωB97M-V/def2-TZVPD.

The geometry in ORCA input format:
```
! wB97M-V def2-TZVPD RIJCOSX def2/J DEFGRID3
* xyz 0 1
O 1.34918 -2.42791 -0.14043
C 0.69333 -1.40995 -0.28467
C -0.59277 -1.21784 0.50679
C -1.21995 0.15531 0.41729
C -0.51018 1.28923 0.57390
C 0.98830 1.32979 0.62607
N 1.63349 0.28653 -0.15073
C -2.62772 0.24072 0.11405
N -3.76187 0.28501 -0.11618
H -1.27806 -2.00629 0.16574
H -0.34529 -1.43272 1.55603
H -1.01451 2.25137 0.46792
H 1.32186 2.33048 0.30881
H 1.27830 1.21244 1.68476
H 2.63996 0.23092 -0.00704
H 1.26654 0.27615 -1.54740
O 0.53010 -0.89045 -2.05150
H -0.35070 -0.50281 -2.12341
*
```

Properties
Highest occupied orbital energy in eV: -9.88
Orbital gap in eV: 9.9

***

<3>
A cluster of 2 separate species, C6H8N2O2 in total, computed with ωB97M-V/def2-TZVPD.

The geometry in ORCA input format:
```
! wB97M-V def2-TZVPD RIJCOSX def2/J DEFGRID3
* xyz 0 1
C -4.98531 0.72466 -0.03376
C -4.14332 -0.23777 0.37524
C 1.27299 -0.97221 -0.48757
C 2.30517 -1.49768 0.16733
C 3.24821 -0.67756 0.65852
C 2.12465 1.38585 -0.34892
H -5.27889 0.76973 -1.10510
H -4.93386 1.56182 0.74154
H -3.81876 -1.08028 -0.26015
H -3.85244 -0.28619 1.33197
H 0.35213 0.83258 -1.19997
H 2.32797 -2.64264 0.29463
H 4.36597 -1.03163 0.92541
H 3.97976 1.07352 0.64617
N 1.15298 0.50432 -0.50894
N 3.24363 0.59083 0.19940
O 0.48386 -1.63417 -1.05829
O 2.15527 2.61683 -0.33751
*
```

Properties
SMILES: O=c1cc[nH]c(=O)[nH]1.C=C
Highest occupied orbital energy in eV: -9.43
Orbital gap in eV: 9.6

***

<4>
A cluster of 2 separate species, C6H8N2O2 in total, computed with ωB97M-V/def2-TZVPD.

The geometry in ORCA input format:
```
! wB97M-V def2-TZVPD RIJCOSX def2/J DEFGRID3
* xyz 0 1
C -1.98453 0.96431 -1.02557
C -1.02193 0.13120 -1.52392
C -0.34688 2.14653 -1.65500
C 1.20242 0.62203 -2.52325
C 1.67138 -1.01471 1.14516
C -0.01899 -1.37535 2.89274
N -1.51315 2.23928 -1.15641
N 0.02966 0.87130 -1.99259
O 1.26698 0.00370 0.65834
O 1.20977 -1.68423 2.10572
H -2.92782 0.76530 -0.55302
H -0.98352 -0.95252 -1.55333
H 0.19218 3.15427 -1.92061
H 1.32423 -0.38069 -2.84713
H 2.69211 -1.43908 0.90077
H 0.16084 -0.52733 3.48358
H -0.24864 -2.23630 3.50420
H -0.70411 -1.28769 2.06033
*
```

Properties
Highest occupied orbital energy in eV: -8.67
Orbital gap in eV: 8.6

***

<1> is favored, and the nearest alternative lies 0.0150 hartree above it.